1.
Molecular formula: C5H7N
Method: DFT, ωB97M-V with the def2-TZVPD basis set

## Properties
Structure (SMILES)   C1=CN2C[C@@H]2C1
Kohn-Sham gap   9.138 eV
E_HOMO   -7.9661 eV
Spin multiplicity   1

XYZ file:
```
13
C5H7N | OMol25 | ωB97M-V with the def2-TZVPD basis set
N 0.118 -1.127 -0.124
C 0.895 -1.046 1.096
C -1.161 0.645 -0.833
C -0.135 1.241 0.138
C 0.878 0.085 0.137
C -1.023 -0.686 -0.809
H 1.715 -1.756 0.979
H -1.813 1.206 -1.494
H 0.558 -0.942 2.127
H -1.426 -1.427 -1.489
H -0.580 1.454 1.123
H 1.652 0.177 -0.619
H 0.316 2.174 -0.216
```

These are the Mulliken partial charges, in e, on atoms 1 to 4: number 1, N, carries -0.2981; number 2, C, carries -0.2872; number 3, C, carries -0.1929; number 4, C, carries -0.6021

2.
Molecular formula: C5H7N
Method: DFT, ωB97M-V with the def2-TZVPD basis set

## Properties
Kohn-Sham gap (alpha / beta)   8.572 / 9.187 eV
E_HOMO (alpha / beta)   -8.2556 / -8.8168 eV
Spin multiplicity   1

XYZ file:
```
13
C5H7N | OMol25 | ωB97M-V with the def2-TZVPD basis set
N 0.570 -0.580 -1.839
C -1.202 0.364 -0.374
C -0.258 -0.052 0.874
C -0.342 0.253 -1.604
C 0.792 -0.985 0.480
C 1.251 0.302 0.981
H 1.531 1.033 0.182
H -0.580 0.924 -2.488
H -1.909 -0.441 -0.411
H -1.817 1.200 -0.097
H 1.785 0.456 1.911
H -0.877 -0.478 1.688
H 1.057 -1.996 0.696
```

These are the Mulliken partial charges, in e, on atoms 1 to 4: number 1, N, carries -0.5367; number 2, C, carries -0.4807; number 3, C, carries -0.2582; number 4, C, carries -0.0696

3.
Molecular formula: C5H7N
Method: DFT, ωB97M-V with the def2-TZVPD basis set

## Properties
Kohn-Sham gap   10.006 eV
E_HOMO   -9.0412 eV
Spin multiplicity   1

XYZ file:
```
13
C5H7N | OMol25 | ωB97M-V with the def2-TZVPD basis set
N -1.038 1.101 -0.384
C 0.219 1.073 0.420
C 0.561 0.080 1.476
C 0.034 -0.979 -1.372
C 0.151 0.510 -1.083
C -0.257 -2.141 -1.488
H -1.111 -3.200 -1.518
H 0.082 -1.009 1.390
H 1.745 -0.035 1.443
H 0.335 1.494 -1.973
H 0.280 0.395 2.429
H 0.765 2.065 0.605
H -1.766 0.645 0.053
```

These are the Mulliken partial charges, in e, on atoms 1 to 4: number 1, N, carries -0.5367; number 2, C, carries 0.1298; number 3, C, carries -1.0913; number 4, C, carries -0.5706

4.
Molecular formula: C5H7N
Method: DFT, ωB97M-V with the def2-TZVPD basis set

## Properties
Structure (SMILES)   C#C[C@@H]1N[C@@H]1C
Kohn-Sham gap   10.351 eV
E_HOMO   -9.2278 eV
Spin multiplicity   1

XYZ file:
```
13
C5H7N | OMol25 | ωB97M-V with the def2-TZVPD basis set
N -0.484 1.530 0.245
C 0.398 0.763 -0.649
C -0.977 0.285 -0.329
C 1.586 0.117 -0.133
C -1.261 -0.922 0.527
C 2.621 -0.369 0.250
H -1.281 -1.834 -0.079
H 3.544 -0.789 0.584
H -0.507 -1.054 1.311
H -2.242 -0.815 1.004
H -0.193 1.374 1.209
H 0.551 1.243 -1.614
H -1.715 0.455 -1.113
```

These are the Mulliken partial charges, in e, on atoms 1 to 4: number 1, N, carries -0.6271; number 2, C, carries -0.4264; number 3, C, carries 0.2738; number 4, C, carries -0.7031

5.
Molecular formula: C5H7N
Method: DFT, ωB97M-V with the def2-TZVPD basis set

## Properties
Structure (SMILES)   C#C[C@H](N)C=C
Kohn-Sham gap   10.084 eV
E_HOMO   -9.2256 eV
Spin multiplicity   1

XYZ file:
```
13
C5H7N | OMol25 | ωB97M-V with the def2-TZVPD basis set
N -0.150 1.920 -0.142
C -2.103 -1.270 -0.005
C 1.084 -0.331 -0.484
C -0.089 0.559 0.209
C 2.106 -0.937 0.199
C -1.281 -0.288 0.007
H -2.898 -2.002 0.048
H 0.708 2.336 0.323
H 0.198 0.529 1.296
H 2.032 -1.023 1.352
H 0.979 -0.285 -1.524
H 2.815 -1.661 -0.276
H -1.086 2.259 0.215
```

These are the Mulliken partial charges, in e, on atoms 1 to 4: number 1, N, carries -0.6917; number 2, C, carries -0.1810; number 3, C, carries -0.3794; number 4, C, carries 0.3761

6.
Molecular formula: C5H7N
Method: DFT, ωB97M-V with the def2-TZVPD basis set

## Properties
Kohn-Sham gap   8.970 eV
E_HOMO   -8.1085 eV
Spin multiplicity   1

XYZ file:
```
13
C5H7N | OMol25 | ωB97M-V with the def2-TZVPD basis set
N -1.876 -0.236 -0.395
C -0.620 -0.938 -0.159
C -1.861 1.088 -0.292
C 0.302 0.219 0.093
C -0.428 1.343 0.034
C 1.773 0.050 0.322
H -0.034 2.345 0.193
H -0.325 -1.553 -1.018
H -0.696 -1.593 0.720
H 1.997 -0.836 0.925
H 2.297 -0.068 -0.634
H 2.192 0.926 0.825
H -2.721 -0.746 -0.614
```

These are the Mulliken partial charges, in e, on atoms 1 to 4: number 1, N, carries 0.0427; number 2, C, carries -0.3886; number 3, C, carries -0.5864; number 4, C, carries 0.5023

7.
Molecular formula: C5H7N
Method: DFT, ωB97M-V with the def2-TZVPD basis set

## Properties
Kohn-Sham gap   8.811 eV
E_HOMO   -8.0618 eV
Spin multiplicity   1

XYZ file:
```
13
C5H7N | OMol25 | ωB97M-V with the def2-TZVPD basis set
N -1.832 -0.242 -0.532
C 1.828 0.071 0.237
C -0.605 -0.958 -0.143
C 0.336 0.171 0.068
C -1.847 1.050 -0.220
C -0.421 1.293 0.078
H -1.152 -1.186 0.788
H 2.164 -0.923 0.545
H 2.169 0.796 0.982
H -0.039 2.284 0.298
H 2.344 0.313 -0.702
H -2.649 -0.798 -0.732
H -0.296 -1.873 -0.668
```

These are the Mulliken partial charges, in e, on atoms 1 to 4: number 1, N, carries -0.0405; number 2, C, carries -1.1571; number 3, C, carries -0.3163; number 4, C, carries 0.3898

8.
Molecular formula: C5H7N
Method: DFT, ωB97M-V with the def2-TZVPD basis set

## Properties
Structure (SMILES)   Cc1ccc[nH]1
Kohn-Sham gap   8.992 eV
E_HOMO   -7.9855 eV
Spin multiplicity   1

XYZ file:
```
13
C5H7N | OMol25 | ωB97M-V with the def2-TZVPD basis set
N 0.040 1.005 0.124
C 0.730 -1.065 -0.155
C -0.417 -0.279 -0.013
C 1.407 1.066 0.075
C -1.920 -0.445 -0.124
C 1.856 -0.190 -0.154
H 1.120 -1.849 0.466
H -2.321 0.288 -0.844
H -2.217 -1.429 -0.493
H -2.444 -0.268 0.824
H -0.546 1.784 0.368
H 2.889 -0.506 -0.234
H 1.943 1.988 0.179
```

These are the Mulliken partial charges, in e, on atoms 1 to 4: number 1, N, carries -0.0472; number 2, C, carries -0.5164; number 3, C, carries 0.5118; number 4, C, carries -0.5161

We obtain ΔE to the lowest compared entry with this formula, charge and spin values of 71.5; 112.7; 142.5; 65.2; 91.2; 48.6; 65.1; 28.7 kcal per mole for the records listed above, in that order.
We obtain DFT total energy values of -6785.41347; -6783.62650; -6782.33402; -6785.68494; -6784.55564; -6786.40620; -6785.69014; -6787.26795 eV for the records listed above, in that order.